Below is 2 unconnected molecules or ions with the total composition C3H8S2, with properties calculated with wB97M-V/def2-TZVPD.

Properties
largest force on an atom	2.3	eV/A
E_HOMO	-9.30	eV
energy relative to the best compared isomer or geometry (same formula, charge and spin)	35.5	kcal per mole
SMILES	C=CC.SS
lowest unoccupied orbital energy	0.009	hartree
gap between HOMO and LUMO	9.5	eV

Last column: Löwdin charge in e.
Cartesian coordinates (Å):
1 C -2.04 1.03 -1.87  -0.026
2 C -1.58 -0.01 -1.17  -0.238
3 C -0.18 -0.53 -1.47  -0.124
4 H -3.03 1.40 -1.63  0.045
5 H -1.55 1.36 -2.78  0.053
6 H -2.11 -0.54 -0.39  0.088
7 H -0.44 -1.52 -1.85  0.074
8 H 0.41 0.11 -2.12  0.067
9 H 0.46 -0.54 -0.58  0.063
10 S 3.44 0.17 2.82  0.207
11 S 2.36 0.03 4.59  0.219
12 H 3.17 -1.00 2.20  -0.202
13 H 1.09 0.03 4.26  -0.226